Below is a cluster of 2 separate species, C5H12S in total at a distorted geometry, with properties calculated with ωB97M-V/def2-TZVPD.

XYZ file:
```
18
C5H12S | OMol25 | ωB97M-V/def2-TZVPD
C -1.016 1.262 -1.972
C 0.072 0.237 -2.029
S -0.309 -1.529 -2.083
H -1.751 1.156 -2.851
H -1.592 1.357 -1.020
H -0.567 2.293 -2.172
H 0.967 0.330 -1.205
H 0.635 0.400 -2.913
H -1.654 -1.433 -2.307
C -0.445 -1.048 2.143
C 0.603 0.106 1.972
C 1.978 0.034 2.096
H -1.457 -0.749 1.870
H -0.584 -1.301 3.217
H -0.185 -2.010 1.633
H 0.118 0.754 1.279
H 2.703 0.705 1.470
H 2.484 -0.564 2.874
```

Its SMILES is C=CC.CCS. For the total energy, the calculation gives -595.800619 hartree.